# 1
19
Properties=species:S:1:pos:R:3:forces:R:3:lowdin_charge:R:1 method="wB97M-V/def2-TZVPD" total_charge=0
Rb 14.457 -33.937 -13.048 0.2 0.1 0.1 1.021
C 19.145 -33.917 -13.805 -1.8 1.0 0.9 -0.687
F 18.724 -35.174 -13.675 -0.2 -0.5 -0.2 0.121
F 20.131 -33.751 -12.947 0.7 0.3 0.1 0.152
F 19.541 -33.715 -15.044 0.4 0.0 -0.4 0.153
S 17.704 -32.722 -13.399 -0.4 1.7 -0.7 0.466
O 17.275 -33.027 -12.039 0.2 -0.5 -0.3 -0.393
O 18.198 -31.364 -13.600 0.2 -1.5 0.2 -0.315
O 16.668 -33.071 -14.396 0.5 -0.5 0.3 -0.522
C 13.509 -35.662 -16.813 -0.3 -0.6 0.0 -0.257
S 12.419 -34.238 -16.520 1.5 0.4 0.2 0.868
O 12.518 -33.860 -15.060 -0.2 -0.7 -0.3 -0.713
C 13.540 -32.982 -17.234 -0.5 0.9 1.2 -0.237
H 14.534 -35.424 -16.538 0.0 0.1 -0.1 0.058
H 13.421 -35.995 -17.850 0.2 0.6 -0.2 0.059
H 13.185 -36.559 -16.280 -0.2 0.4 0.4 0.054
H 13.145 -32.108 -16.699 -0.6 0.2 -0.8 0.051
H 13.529 -32.879 -18.312 0.0 -0.1 0.0 0.059
H 14.525 -32.910 -16.759 0.2 -1.2 -0.4 0.064

# 2
108
Properties=species:S:1:pos:R:3:forces:R:3:lowdin_charge:R:1 method="wB97M-V/def2-TZVPD" total_charge=0
Sr 17.778 11.218 24.647 -0.1 -0.3 0.9 1.470
F 16.608 13.286 23.954 -0.4 0.0 -0.1 -0.565
F 19.905 9.988 25.441 -0.1 0.4 0.1 -0.557
C 19.884 11.836 22.318 1.5 -0.3 0.6 -0.050
C 19.189 10.705 21.587 0.5 -1.3 -0.1 -0.378
C 19.845 9.262 21.652 2.4 1.1 -0.4 -0.129
O 21.030 9.285 20.791 -0.4 0.4 0.9 -0.191
C 21.780 8.080 20.703 -1.0 -0.1 -1.1 -0.109
N 17.904 10.503 22.218 -0.8 -0.8 -0.3 -0.067
H 20.722 12.268 21.771 -0.4 0.3 -0.2 0.097
H 20.366 11.502 23.236 0.4 -1.0 0.0 0.044
H 19.276 12.588 22.820 -0.7 0.6 -1.2 0.051
H 18.993 10.830 20.522 0.6 0.6 -0.1 0.136
H 19.179 8.451 21.360 -0.4 0.2 -0.4 0.114
H 20.195 9.005 22.652 -0.2 0.2 0.4 0.101
H 21.098 7.380 20.220 0.1 -0.7 0.2 0.080
H 22.238 7.646 21.592 -0.4 0.4 0.5 0.076
H 22.580 8.206 19.972 0.0 0.5 0.1 0.086
H 17.661 9.660 21.718 -1.1 -0.4 0.4 0.039
H 17.244 11.181 21.864 -0.2 0.4 -0.2 0.083
C 16.846 5.700 28.310 2.0 -3.4 -2.1 -0.801
O 17.226 4.840 27.517 -0.1 -0.1 -0.4 0.013
N 16.333 5.409 29.460 -2.6 -2.3 3.9 0.161
N 17.082 6.951 28.215 0.6 5.2 -1.3 0.190
H 15.804 6.085 29.993 0.2 -0.5 0.1 0.110
H 16.211 4.422 29.635 -0.3 0.3 0.1 0.124
H 16.710 7.537 28.949 0.8 0.3 -0.5 0.091
H 17.752 7.280 27.534 -0.3 0.3 0.1 0.112
C 16.252 8.531 19.468 -0.9 -1.1 -1.5 -0.779
O 17.254 9.138 19.497 3.9 2.6 0.4 0.097
N 15.624 8.037 20.499 -3.0 -1.8 4.2 0.169
N 15.632 8.153 18.344 -1.1 -0.3 -1.7 0.160
H 14.701 7.649 20.364 0.3 0.0 0.0 0.102
H 15.790 8.157 21.488 0.8 0.5 -0.4 0.107
H 14.832 7.555 18.490 0.3 0.1 -1.0 0.099
H 16.088 8.285 17.452 -0.3 -0.1 0.2 0.121
C 20.346 8.961 28.769 1.1 -0.7 -1.9 -0.809
O 20.758 8.697 29.841 1.2 -1.4 3.6 0.077
N 20.630 8.373 27.610 1.0 -2.4 -1.3 0.161
N 19.593 9.982 28.511 -3.6 4.3 0.6 0.158
H 21.415 7.737 27.594 -0.2 0.2 -0.2 0.117
H 20.342 8.904 26.801 0.6 -0.1 -0.6 0.024
H 19.147 10.416 29.306 0.1 0.0 -0.3 0.098
H 19.192 10.149 27.599 0.0 -0.1 0.1 0.065
C 18.147 7.339 24.659 -0.6 -3.8 0.8 -0.747
O 17.586 8.395 24.699 -0.8 2.7 -0.3 -0.012
N 19.428 7.076 24.939 1.4 1.8 -0.4 0.177
N 17.450 6.192 24.542 -2.2 -0.9 -0.9 0.160
H 19.672 6.198 25.375 -0.1 0.4 0.1 0.116
H 19.686 7.976 25.317 1.6 0.0 0.3 0.041
H 17.806 5.267 24.351 0.1 0.4 0.3 0.110
H 16.452 6.297 24.659 0.2 -0.3 -0.2 0.107
C 16.508 10.794 28.103 -1.4 -2.2 -2.0 -0.756
O 16.684 10.899 26.899 0.1 0.1 -0.6 -0.064
N 17.076 11.447 29.028 3.0 4.1 2.6 0.185
N 15.710 9.905 28.678 -2.4 -2.7 -0.5 0.172
H 17.583 12.250 28.684 0.2 0.4 0.8 0.125
H 16.678 11.351 29.951 0.7 0.8 -0.1 0.135
H 15.255 9.242 28.067 -0.1 0.0 0.3 0.121
H 15.654 9.813 29.683 -0.2 -0.2 -0.5 0.115
C 16.555 15.887 27.800 0.6 3.3 3.3 -0.769
O 16.829 16.906 28.436 0.2 -0.6 0.6 0.012
N 16.711 15.803 26.531 0.5 -0.1 -5.6 0.173
N 16.057 14.745 28.243 -0.7 -2.0 1.4 0.167
H 17.060 16.561 25.962 -0.4 0.0 0.4 0.120
H 16.187 15.062 26.088 0.6 0.3 -0.8 0.074
H 15.963 14.525 29.224 -0.4 0.2 -0.5 0.116
H 15.686 14.231 27.456 -0.5 -1.1 1.2 0.064
C 23.584 9.972 24.624 7.6 0.7 -0.7 -0.778
O 24.845 10.099 24.586 -1.9 -0.4 0.6 -0.033
N 22.971 8.857 24.462 -2.6 -4.7 -0.3 0.178
N 22.790 10.972 24.671 -2.8 3.9 0.5 0.178
H 21.987 8.939 24.250 0.0 -0.6 0.3 0.079
H 23.348 7.960 24.734 0.1 0.4 -0.3 0.125
H 21.858 10.724 24.970 -0.5 0.9 0.1 0.062
H 23.194 11.897 24.711 -0.4 -0.3 0.1 0.129
C 17.278 15.840 21.931 2.3 3.5 -4.5 -0.807
O 17.406 16.797 21.172 -0.6 0.8 0.1 0.013
N 17.175 14.631 21.512 -2.3 -6.0 -2.5 0.158
N 17.667 15.797 23.148 0.7 1.6 5.9 0.161
H 16.869 13.982 22.222 0.3 -0.7 -0.1 0.050
H 17.074 14.325 20.555 -0.3 0.8 0.2 0.122
H 17.313 15.006 23.668 0.7 -0.1 0.9 0.053
H 18.193 16.580 23.509 -0.6 -0.2 0.2 0.121
C 13.314 14.015 25.432 1.7 0.7 2.1 -0.814
O 12.301 14.417 25.870 -5.0 1.4 0.4 0.084
N 14.047 14.545 24.511 1.4 2.1 -4.3 0.169
N 14.044 13.219 26.199 1.4 -2.9 1.8 0.158
H 14.958 14.153 24.320 0.5 0.4 -0.1 0.041
H 13.803 15.459 24.159 0.0 -0.3 -0.2 0.136
H 14.831 12.733 25.792 0.0 -0.6 0.3 0.075
H 13.479 12.859 26.955 0.5 -0.6 -0.1 0.122
C 19.599 13.709 26.617 -2.0 0.1 -0.9 -0.743
O 18.626 13.289 25.974 0.3 0.6 -0.8 -0.092
N 20.065 14.924 26.757 -0.7 3.4 -1.5 0.195
N 20.277 12.934 27.365 2.7 -4.9 3.1 0.185
H 19.740 15.552 26.037 0.3 0.6 0.6 0.122
H 20.860 15.084 27.359 -0.3 0.5 -0.7 0.124
H 21.035 13.274 27.940 -0.1 -0.4 -0.3 0.127
H 20.292 11.959 27.100 0.0 -0.2 0.5 0.091
C 14.387 10.883 23.375 3.2 -0.9 2.4 -0.741
O 15.330 10.703 24.181 -0.8 -0.3 -0.9 -0.107
N 14.099 11.991 22.821 0.0 5.4 -0.9 0.203
N 13.600 9.979 22.905 -2.9 -5.5 -1.0 0.173
H 14.654 12.766 23.155 -0.3 0.4 -0.3 0.070
H 13.200 12.126 22.380 0.5 0.4 0.0 0.135
H 12.671 10.204 22.578 0.4 -0.1 -0.1 0.122
H 13.818 8.994 22.946 -0.1 0.3 0.5 0.116

# 3
10
Properties=species:S:1:pos:R:3:forces:R:3:lowdin_charge:R:1 method="wB97M-V/def2-TZVPD" smiles="O=CNN1CO1" total_charge=0 e_above_lowest_kj_mol=547.7
O 2.783 0.770 0.489 0.3 0.2 0.6 0.065
C 2.174 0.053 -0.246 -0.7 0.6 -0.5 -0.389
N 0.869 0.105 -0.587 -3.4 -1.4 -1.6 0.025
N 0.120 1.097 0.025 1.8 0.1 1.4 -0.110
C -1.091 0.802 0.679 0.7 4.8 0.9 -0.107
O -1.062 1.430 -0.603 -1.6 -0.2 -0.9 -0.010
H 2.509 -0.717 -0.859 2.0 -1.9 -0.9 0.098
H 0.365 -0.640 -1.272 1.7 2.3 2.3 0.222
H -1.563 -0.068 0.812 -1.2 -3.8 -0.3 0.071
H -1.333 1.497 1.533 0.4 -0.6 -1.0 0.135

Q: Which Kohn-Sham gap values were calculated for the entries above? A: 8.9; 8.3; 10.3, in eV.
Q: Which maximum force values were calculated for the entries above? A: 2.2; 7.7; 5.0, in eV/A.